No. 1
A structure of composition C51H62BCoN14O6S7 at a distorted geometry, computed with ωB97M-V/def2-TZVPD.

Summary:
Frontier orbital gap (alpha / beta) (eV): 6.06 / 6.07
2S+1: 2
Charge: -1

Each line ends with the Mulliken charge.
Cartesian coordinates (Å):
Co1 -0.06 0.70 -0.33  -0.60
C1 -4.83 -0.59 4.77  -2.45
C2 -3.36 -0.50 4.35  1.26
C3 -2.49 -0.59 5.61  -1.30
C4 -3.14 0.83 3.63  -0.65
N1 -3.02 -1.59 3.45  0.68
C5 -3.88 -2.54 2.96  -0.09
C6 -3.17 -3.38 2.18  -1.61
N2 -1.87 -2.96 2.17  -0.07
B1 -0.82 -3.69 1.32  0.80
N3 0.61 -3.36 1.75  0.24
C7 1.07 -3.86 2.94  -1.62
C8 2.38 -3.58 3.05  -0.24
N4 2.76 -2.91 1.91  0.62
C9 1.64 -2.75 1.14  -0.67
S1 1.56 -1.99 -0.35  0.37
C10 4.12 -2.49 1.57  1.60
C11 4.17 -0.97 1.45  -0.93
C12 5.09 -2.95 2.66  -2.42
C13 4.53 -3.14 0.24  -1.67
N5 -1.12 -3.47 -0.19  0.58
C14 -0.96 -4.50 -1.07  -1.57
C15 -1.70 -4.25 -2.17  -0.40
N6 -2.33 -3.03 -1.98  1.24
C16 -1.92 -2.55 -0.76  -1.30
S2 -2.21 -1.02 -0.12  0.83
C17 -3.43 -2.65 -2.87  1.68
C18 -4.14 -1.37 -2.43  -2.21
C19 -2.88 -2.44 -4.29  -1.60
C20 -4.45 -3.80 -2.85  -1.86
C21 -1.78 -1.86 2.94  -0.48
S3 -0.38 -1.01 3.26  0.21
H1 -5.03 0.23 5.46  0.43
H2 -5.04 -1.53 5.29  0.53
H3 -5.50 -0.48 3.93  0.51
H4 -2.76 0.20 6.29  0.41
H5 -1.45 -0.48 5.34  0.01
H6 -2.63 -1.56 6.10  0.44
H7 -3.42 1.66 4.26  0.50
H8 -3.73 0.86 2.71  0.52
H9 -2.09 0.94 3.36  -0.42
H10 -4.93 -2.55 3.19  0.54
H11 -3.48 -4.25 1.63  0.65
H12 -0.97 -4.87 1.52  -0.25
H13 0.40 -4.35 3.62  0.63
H14 3.05 -3.82 3.85  0.54
H15 3.81 -0.50 2.36  0.35
H16 3.55 -0.64 0.63  -0.25
H17 5.19 -0.64 1.25  0.52
H18 4.85 -2.49 3.62  0.49
H19 6.09 -2.63 2.38  0.45
H20 5.10 -4.03 2.76  0.51
H21 3.87 -2.81 -0.55  0.15
H22 4.47 -4.23 0.31  0.39
H23 5.54 -2.86 0.00  0.49
H24 -0.32 -5.33 -0.85  0.64
H25 -1.82 -4.83 -3.05  0.62
H26 -3.47 -0.52 -2.50  0.23
H27 -4.49 -1.46 -1.41  0.49
H28 -4.99 -1.20 -3.09  0.61
H29 -2.21 -1.59 -4.30  0.22
H30 -3.71 -2.24 -4.97  0.57
H31 -2.35 -3.31 -4.65  0.38
H32 -4.69 -4.06 -1.83  0.30
H33 -4.08 -4.68 -3.36  0.42
H34 -5.37 -3.48 -3.35  0.48
O1 0.18 5.90 -5.09  -0.51
C22 0.50 6.14 -3.73  -0.81
C23 0.43 4.88 -2.92  0.23
C24 0.53 4.93 -1.53  -1.63
C25 0.44 3.76 -0.81  -0.59
N7 0.28 2.58 -1.38  1.00
C26 0.26 2.50 -2.72  -0.04
C27 0.30 3.65 -3.51  -0.61
C28 0.23 1.15 -3.26  0.29
C29 0.47 0.91 -4.61  -0.75
C30 0.51 -0.38 -5.10  1.47
C31 0.64 -0.68 -6.57  -0.95
O2 -0.63 -0.85 -7.17  -0.64
C32 0.33 -1.41 -4.18  -1.31
C33 0.07 -1.09 -2.86  0.15
N8 0.01 0.15 -2.38  1.28
H35 0.37 6.70 -5.59  0.32
H36 -0.21 6.87 -3.31  0.32
H37 1.51 6.55 -3.64  0.32
H38 0.67 5.87 -1.01  0.53
H39 0.52 3.76 0.27  0.38
H40 0.24 3.60 -4.59  0.71
H41 0.63 1.74 -5.28  0.23
H42 1.24 -1.60 -6.71  0.24
H43 1.10 0.14 -7.10  0.26
H44 -1.17 -1.40 -6.59  0.40
H45 0.38 -2.45 -4.48  0.47
H46 -0.08 -1.89 -2.15  -0.77
N9 -0.82 1.03 8.79  -0.58
C34 -0.77 1.67 7.56  0.92
C35 0.31 1.47 6.70  -0.98
C36 0.38 2.16 5.51  -0.13
C37 -0.61 3.05 5.16  -0.48
C38 -1.69 3.26 5.99  -0.04
C39 -1.77 2.57 7.19  -0.81
S4 -0.45 3.99 3.63  1.18
O3 -1.57 4.91 3.57  -0.79
O4 0.86 4.59 3.68  -0.71
N10 -0.48 2.90 2.45  0.16
C40 -1.45 2.79 1.61  -0.63
S5 -2.88 3.87 1.64  -0.35
C41 -3.50 3.01 0.26  -0.66
C42 -2.65 2.04 -0.12  -1.22
N11 -1.52 1.90 0.62  2.64
H47 -0.28 0.18 8.85  0.23
H48 -1.74 0.95 9.19  0.23
H49 1.08 0.77 6.98  0.31
H50 1.21 2.03 4.83  0.23
H51 -2.46 3.95 5.70  0.54
H52 -2.61 2.73 7.86  0.31
H53 -4.44 3.29 -0.18  0.46
H54 -2.81 1.38 -0.96  0.19
N12 3.92 -0.54 -7.41  -0.51
C43 3.79 0.09 -6.19  0.60
C44 3.73 1.49 -6.14  -0.76
C45 3.68 2.14 -4.93  -0.50
C46 3.67 1.41 -3.75  -0.40
C47 3.71 0.03 -3.78  -0.15
C48 3.78 -0.63 -4.99  -0.73
S6 3.67 2.28 -2.19  0.86
O5 5.04 2.27 -1.72  -0.70
O6 3.10 3.59 -2.44  -0.55
N13 2.69 1.35 -1.32  1.03
C49 2.58 1.57 -0.04  -0.99
S7 3.72 2.56 0.88  -0.43
C50 2.82 2.19 2.32  -0.21
C51 1.77 1.38 2.03  -0.80
N14 1.62 1.06 0.71  2.00
H55 3.55 -0.03 -8.20  0.27
H56 3.69 -1.53 -7.42  0.27
H57 3.72 2.04 -7.07  0.34
H58 3.64 3.21 -4.86  0.54
H59 3.68 -0.51 -2.85  0.48
H60 3.82 -1.71 -5.03  0.26
H61 3.10 2.60 3.26  0.50
H62 1.07 0.99 2.73  -0.88

***

No. 2
A cluster of 16 separate species, C54H96O48 in total at a distorted geometry, computed with ωB97M-V/def2-TZVPD.

Summary:
Frontier orbital gap (eV): 8.73
Charge: 0

Each line ends with the Mulliken charge.
Cartesian coordinates (Å):
C1 -6.84 13.52 -0.98  -0.87
C2 -6.01 12.31 -0.54  0.24
C3 -4.53 12.10 -0.73  -0.35
O1 -4.01 11.72 0.55  -0.36
C4 -5.02 11.71 1.40  0.26
O2 -4.93 11.40 2.59  -0.23
O3 -6.11 12.06 0.84  -0.22
H1 -7.88 13.45 -0.65  0.09
H2 -6.80 13.54 -2.07  0.48
H3 -6.50 14.49 -0.62  0.00
H4 -6.41 11.38 -0.96  0.52
H5 -4.16 13.06 -1.07  0.16
H6 -4.34 11.32 -1.47  0.39
C5 -4.91 7.53 6.93  -1.47
C6 -6.11 7.67 6.01  0.57
C7 -7.32 6.77 6.02  -0.46
O4 -8.08 7.50 7.06  -0.42
C8 -7.80 8.74 7.07  -0.43
O5 -8.44 9.60 7.69  -0.44
O6 -6.66 8.97 6.34  0.63
H7 -5.12 7.26 7.97  0.38
H8 -4.23 8.37 7.02  0.12
H9 -4.30 6.68 6.61  0.54
H10 -5.64 7.73 5.03  0.27
H11 -7.03 5.77 6.35  0.47
H12 -7.89 6.60 5.11  0.18
C9 -8.88 19.86 -1.77  -1.33
C10 -9.37 18.40 -1.92  0.30
C11 -8.14 17.46 -2.13  -0.60
O7 -8.41 16.50 -1.18  -0.17
C12 -9.54 16.77 -0.45  0.23
O8 -9.84 16.11 0.58  -0.22
O9 -10.02 17.93 -0.77  -0.35
H13 -8.21 19.91 -0.91  0.18
H14 -9.72 20.54 -1.67  0.38
H15 -8.38 20.17 -2.68  0.41
H16 -9.96 18.22 -2.82  0.32
H17 -7.17 17.93 -1.95  0.34
H18 -8.13 17.14 -3.18  0.33
C13 -11.42 12.93 0.42  -1.20
C14 -11.71 12.64 1.83  1.35
C15 -10.82 13.40 2.83  3.02
O10 -11.72 14.26 3.48  0.20
C16 -12.99 14.01 3.04  -0.10
O11 -13.90 14.60 3.52  -0.51
O12 -13.01 13.15 1.99  -0.41
H19 -12.24 12.99 -0.29  0.40
H20 -10.70 12.24 -0.02  0.32
H21 -10.91 13.90 0.35  -0.13
H22 -11.61 11.56 1.85  0.10
H23 -10.06 13.93 2.24  -0.45
H24 -10.26 12.77 3.52  -2.15
C17 -2.81 14.72 6.72  -0.04
C18 -2.43 14.07 8.12  0.36
C19 -2.19 15.05 9.26  -0.68
O13 -2.98 14.56 10.30  -0.41
C20 -3.70 13.41 9.91  0.13
O14 -4.46 12.69 10.63  -0.57
O15 -3.47 13.26 8.57  0.36
H25 -1.98 15.32 6.35  0.74
H26 -3.75 15.26 6.73  -0.40
H27 -2.99 13.94 5.97  -0.46
H28 -1.53 13.45 8.07  0.29
H29 -2.46 16.10 9.12  0.30
H30 -1.13 14.99 9.51  0.36
C21 -3.42 15.21 2.38  -2.11
C22 -4.22 15.37 1.07  2.26
C23 -4.81 16.74 0.90  0.46
O16 -4.59 17.05 -0.47  -0.35
C24 -3.71 16.18 -0.94  0.52
O17 -3.16 16.23 -2.00  -0.60
O18 -3.41 15.22 -0.02  -0.52
H31 -3.13 14.17 2.46  0.35
H32 -4.06 15.33 3.26  0.39
H33 -2.56 15.88 2.41  0.49
H34 -4.86 14.50 0.91  -1.13
H35 -4.17 17.38 1.51  0.05
H36 -5.87 16.81 1.10  -0.03
C25 -13.57 15.17 6.58  -0.69
O19 -12.54 16.07 6.22  -0.18
C26 -11.51 16.32 6.98  0.68
O20 -11.44 15.97 8.16  -0.61
O21 -10.56 17.05 6.42  -0.11
C27 -9.46 17.72 7.10  -0.61
H37 -13.25 14.14 6.71  0.19
H38 -14.39 15.32 5.88  0.25
H39 -14.00 15.41 7.55  0.37
H40 -9.14 18.68 6.69  0.23
H41 -8.51 17.19 6.98  0.07
H42 -9.62 17.75 8.18  0.45
C28 -11.33 7.95 5.53  -0.60
O22 -10.98 9.21 4.83  -0.25
C29 -9.82 9.25 4.08  0.61
O23 -9.09 8.29 3.89  -0.69
O24 -9.71 10.48 3.62  -0.08
C30 -8.64 10.68 2.74  -0.28
H43 -11.99 7.41 4.85  0.36
H44 -11.84 8.09 6.48  0.22
H45 -10.47 7.34 5.80  0.17
H46 -7.75 10.23 3.18  0.38
H47 -8.46 11.76 2.82  -0.23
H48 -8.80 10.43 1.69  0.29
C31 -10.01 12.81 6.47  1.47
O25 -10.44 11.82 7.44  0.15
C32 -10.99 12.12 8.60  0.39
O26 -11.23 13.31 8.98  -0.53
O27 -11.47 11.05 9.26  -0.38
C33 -11.36 9.70 8.88  -0.26
H49 -9.70 12.36 5.53  -0.65
H50 -9.18 13.41 6.86  -0.35
H51 -10.75 13.56 6.19  -0.38
H52 -10.31 9.46 8.70  0.10
H53 -11.81 9.47 7.91  0.05
H54 -11.85 9.16 9.68  0.27
C34 -0.56 13.50 4.25  -0.34
O28 -0.87 12.23 3.64  -0.40
C35 -1.60 11.38 4.29  0.52
O29 -2.06 11.50 5.41  0.02
O30 -1.84 10.25 3.46  -0.44
C36 -2.82 9.34 3.91  -0.34
H55 -1.31 14.29 4.23  -0.02
H56 0.33 14.00 3.87  0.41
H57 -0.20 13.38 5.27  0.21
H58 -3.74 9.91 4.04  -0.07
H59 -2.63 8.86 4.86  0.29
H60 -2.92 8.70 3.03  0.34
C37 -4.49 18.68 4.67  -0.04
O31 -4.79 19.99 5.26  -0.44
C38 -5.79 20.22 6.04  0.78
O32 -6.67 19.41 6.40  -0.47
O33 -5.83 21.51 6.28  -0.40
C39 -6.97 22.01 7.02  -0.62
H61 -3.64 18.68 3.99  0.34
H62 -5.32 18.21 4.15  -0.49
H63 -4.22 17.91 5.39  0.51
H64 -7.84 22.19 6.38  0.29
H65 -6.73 22.98 7.46  0.25
H66 -7.33 21.36 7.81  0.26
C40 -5.92 20.53 2.47  -1.04
O34 -6.77 19.43 2.57  0.66
C41 -8.04 19.66 2.47  0.21
O35 -8.60 20.72 2.19  -0.59
O36 -8.73 18.49 2.81  0.16
C42 -10.12 18.53 2.96  -1.22
H67 -4.93 20.13 2.67  0.20
H68 -6.17 21.38 3.10  0.34
H69 -5.91 20.92 1.45  0.37
H70 -10.53 17.59 2.58  0.03
H71 -10.64 19.34 2.45  0.57
H72 -10.33 18.56 4.03  0.39
C43 -13.49 17.94 2.65  -0.44
O37 -13.47 17.27 1.43  -0.07
C44 -14.55 16.74 0.95  0.78
O38 -15.65 16.70 1.48  -0.61
O39 -14.38 16.41 -0.36  -0.39
C45 -13.10 16.35 -1.03  -0.06
H73 -12.51 18.11 3.10  -0.06
H74 -14.00 17.44 3.47  0.30
H75 -14.06 18.86 2.53  0.35
H76 -12.57 15.53 -0.55  -0.09
H77 -12.54 17.28 -0.93  0.14
H78 -13.25 16.18 -2.10  0.30
C46 -5.65 12.04 6.26  0.24
O40 -5.79 13.41 5.93  0.27
C47 -6.76 13.93 5.16  -0.29
O41 -7.63 13.24 4.55  -0.45
O42 -6.47 15.23 4.95  1.21
C48 -7.11 15.90 3.88  -0.23
H79 -6.48 11.57 6.77  0.00
H80 -4.80 11.83 6.91  -0.40
H81 -5.35 11.48 5.38  0.13
H82 -6.73 16.93 3.88  -1.01
H83 -8.18 15.98 4.05  0.38
H84 -7.06 15.43 2.90  -0.05
C49 -5.85 15.99 8.38  0.02
O43 -7.26 15.90 8.44  0.01
C50 -7.95 15.02 9.24  0.43
O44 -9.10 15.07 9.56  -0.47
O45 -7.15 13.99 9.67  -0.23
C51 -7.65 12.76 10.12  0.01
H85 -5.40 15.04 8.09  -0.34
H86 -5.38 16.17 9.34  0.51
H87 -5.47 16.72 7.66  -0.01
H88 -8.55 12.46 9.58  -0.11
H89 -7.84 12.86 11.19  0.39
H90 -6.84 12.04 10.09  -0.17
C52 -4.78 9.47 10.01  -0.65
O46 -3.57 9.71 9.36  0.20
C53 -2.52 9.82 10.13  0.41
O47 -2.39 9.65 11.33  -0.59
O48 -1.38 9.85 9.30  -0.44
C54 -1.53 10.56 8.11  0.17
H91 -5.06 10.22 10.75  0.37
H92 -4.87 8.43 10.32  0.39
H93 -5.66 9.66 9.38  -0.07
H94 -2.34 11.29 8.09  -0.47
H95 -1.64 9.80 7.33  0.24
H96 -0.62 11.12 7.90  0.40

***

No. 3
An isolated molecule of C3H5NO2 at a distorted geometry, computed with ωB97M-V/def2-TZVPD.

Summary:
Frontier orbital gap (eV): 10.35
Relative energy (zero: lowest compared OMol25 entry of this formula, charge and spin) (kJ/mol): 468.23
SMILES: C=CN(O)C=O
Charge: 0

Each line ends with the Mulliken charge.
Cartesian coordinates (Å):
C1 1.61 -1.82 -0.23  -0.55
C2 0.87 -0.89 -0.67  -0.02
N1 -0.28 -0.24 -0.08  0.13
O1 -1.05 0.58 -1.07  -0.51
C3 -0.18 0.66 0.95  0.16
O2 -0.93 1.60 1.12  -0.49
H1 1.50 -1.94 0.92  0.14
H2 2.48 -2.30 -0.67  0.29
H3 0.73 -0.63 -1.85  0.27
H4 -1.23 1.29 -0.21  0.44
H5 0.53 0.10 1.72  0.14

***

No. 4
An isolated molecule of C3H8NO at a distorted geometry, computed with ωB97M-V/def2-TZVPD.

Summary:
Frontier orbital gap (alpha / beta) (eV): 10.50 / 7.53
2S+1: 2
Relative energy (zero: lowest compared OMol25 entry of this formula, charge and spin) (kJ/mol): 84.71
Charge: 0

Each line ends with the Mulliken charge.
Cartesian coordinates (Å):
C1 0.02 0.48 -0.49  -0.30
N1 -0.01 -0.86 0.18  -0.43
C2 1.36 -1.15 0.82  -0.21
O1 1.31 -1.02 2.15  -0.35
C3 -1.37 0.99 -0.83  -1.20
H1 0.66 0.32 -1.38  0.34
H2 0.40 1.27 0.22  0.29
H3 -0.67 -0.86 0.96  0.25
H4 1.44 -2.20 0.50  0.32
H5 2.01 -0.33 0.49  0.32
H6 -1.89 0.47 -1.69  0.27
H7 -1.85 0.85 0.07  0.34
H8 -1.41 2.04 -0.98  0.36